[1]
Molecular formula: C2H11O6
Method: DFT, ωB97M-V/def2-TZVPD

Geometry as ORCA input:
```
! wB97M-V def2-TZVPD RIJCOSX def2/J DEFGRID3
* xyz -1 1
O -0.5352 -0.0130 1.4618
C 0.5959 -0.3927 1.0874
O 0.8961 -1.5624 0.7178
C 1.7197 0.6424 0.9302
H 2.1499 0.5486 -0.0641
H 1.4041 1.6407 1.2337
H 2.5119 0.4428 1.6543
H -0.5617 1.5398 2.2569
H -1.5292 2.6441 1.7503
O -0.8786 2.4662 2.4337
H 0.5664 -0.4495 -1.7889
H 1.2101 -1.5764 -1.0267
O 0.9489 -1.3231 -1.9468
H -1.7314 0.4202 -1.1388
H -1.7090 0.6357 -2.6249
O -1.6997 1.1309 -1.7989
H -0.9210 -2.2099 -0.3163
H -0.8879 -2.3993 -1.7502
O -1.5493 -2.1853 -1.0706
*
```

Properties
strongest force on any atom	1.06	eV/Å
energy	-14540.46357	eV
Kohn-Sham gap	0.3375	hartree
E_HOMO	-5.6027	eV

Löwdin atomic charge list, values in e, 4 entries: atom 1 (O): -0.05, atom 2 (C): -0.72, atom 3 (O): -0.10, atom 4 (C): -0.02

[2]
Molecular formula: C4H6O2
Method: DFT, ωB97M-V/def2-TZVPD

Geometry as ORCA input:
```
! wB97M-V def2-TZVPD RIJCOSX def2/J DEFGRID3
* xyz 0 1
C -1.9742 -0.2616 0.7326
C -0.6084 0.1996 0.2954
C -0.3450 0.5450 -0.9426
O -0.0821 0.8222 -2.0515
H -2.5163 0.5387 1.2467
H -2.5733 -0.5864 -0.1226
H -1.8839 -1.1085 1.4187
H 0.2123 0.3076 1.0017
C 2.4483 -0.1233 -0.4015
O 2.5598 0.5095 0.6200
H 1.6656 -0.8951 -0.5190
H 3.0972 0.0524 -1.2778
*
```

Properties
strongest force on any atom	0.92	eV/Å
energy	-8338.22468	eV
Kohn-Sham gap	0.3496	hartree
E_HOMO	-8.9059	eV

Löwdin atomic charge list, values in e, 4 entries: atom 1 (C): -0.10, atom 2 (C): -0.16, atom 3 (C): -0.24, atom 4 (O): 0.15

[3]
Molecular formula: C16H26CeN6O6S
Method: DFT, ωB97M-V/def2-TZVPD

Geometry as ORCA input:
```
! wB97M-V def2-TZVPD RIJCOSX def2/J DEFGRID3
* xyz 1 2
O 1.4956 1.4505 -4.0739
H 1.0163 1.3163 -4.9134
Ce 0.3254 0.2835 -1.2855
N 0.6039 -2.0205 -0.2955
N -1.0620 -1.3622 -2.0750
N 1.7235 0.7773 0.5845
N 1.0957 2.4074 -1.3391
O 1.4571 -2.3168 0.6600
O 2.0584 -0.0671 1.6061
O 0.6573 3.2476 -2.3798
O -2.0005 -0.7810 -2.7983
C -1.2593 -2.6146 -1.5710
C -0.3783 -2.9575 -0.5172
C 1.9111 2.0993 0.8466
C 1.5385 2.9938 -0.2040
C -0.5723 -4.1718 0.3409
H -0.9708 -3.9040 1.3350
H 0.3714 -4.7175 0.4781
H -1.2983 -4.8496 -0.1299
C -2.3827 -3.4197 -2.1065
H -2.2737 -3.5053 -3.1979
H -3.3464 -2.9289 -1.9005
H -2.3964 -4.4252 -1.6759
C 2.3921 2.6250 2.1573
C 1.5685 4.4683 -0.0806
H 2.7995 1.8305 2.7857
H 1.5673 3.1097 2.7005
H 3.1659 3.3866 1.9927
H 0.9058 4.9156 -0.8260
H 2.5895 4.8378 -0.2491
H 1.2587 4.7805 0.9228
H 1.8090 -1.0280 1.2385
H 0.9343 2.7276 -3.1983
C 1.7598 0.1055 -3.3753
H 0.8389 -0.5305 -3.3668
H 2.2778 0.3470 -2.4083
H 2.5019 -0.4355 -3.9811
O 4.4062 -2.4730 -0.4177
H 4.6905 -1.5702 -0.3509
H 3.4338 -2.4081 -0.2907
N -2.1554 1.4637 -1.4115
C -2.2462 1.1645 -0.0543
N -1.3838 0.3191 0.4932
C -1.6785 0.0711 1.8371
C -1.0329 -0.8668 2.6483
C -1.4932 -1.0295 3.9587
C -2.5699 -0.2639 4.4341
C -3.2090 0.6772 3.6054
C -2.7557 0.8312 2.3041
S -3.3961 1.8889 1.0317
H -2.7851 2.2199 -1.6575
H -2.3068 0.6108 -2.0704
H -0.2069 -1.4450 2.2368
H -1.0153 -1.7563 4.6174
H -2.9291 -0.3946 5.4559
H -4.0495 1.2870 3.9302
*
```

Properties
strongest force on any atom	4.94	eV/Å
energy	-61992.42618	eV
⟨S²⟩	1.000
Kohn-Sham gap (alpha / beta)	0.2034 / 0.2023	hartree
E_HOMO (alpha / beta)	-10.1247 / -10.1130	eV

Löwdin atomic charge list, values in e, 4 entries: atom 1 (O): -0.10, atom 2 (H): 0.13, atom 3 (Ce): 1.27, atom 4 (N): -0.16

[4]
Molecular formula: C30H52Cl14O8
Method: DFT, ωB97M-V/def2-TZVPD

Geometry as ORCA input:
```
! wB97M-V def2-TZVPD RIJCOSX def2/J DEFGRID3
* xyz 0 1
O -1.8837 2.3756 0.5179
C -2.7583 2.2869 1.3616
C -3.4895 3.4146 1.9736
C -4.1407 2.7465 3.1837
C -3.8067 1.2977 3.1675
O -3.1813 1.1042 1.8643
H -2.8749 4.2631 2.2741
H -4.2219 3.7136 1.2238
H -3.8379 3.1580 4.1466
H -5.2269 2.8118 3.1197
H -3.2009 1.0628 4.0427
H -4.6943 0.6651 3.1762
O 1.5554 -6.0884 -1.7736
C 2.2595 -5.3432 -1.0889
C 1.9987 -3.8524 -0.7796
C 3.3050 -3.3605 -0.2730
C 4.0763 -4.6085 0.0708
O 3.4279 -5.6612 -0.6355
H 1.6410 -3.3947 -1.7019
H 1.2189 -3.7072 -0.0320
H 3.7363 -2.7353 -1.0547
H 3.2611 -2.8424 0.6850
H 5.1067 -4.4065 -0.2220
H 4.1223 -4.7102 1.1550
O -1.7488 0.8155 6.0141
C -0.9418 1.5322 5.4195
C -0.5189 2.8997 5.7901
C 0.0996 3.2655 4.4260
C 0.6484 1.9907 3.8180
O -0.3749 1.0840 4.3147
H -1.3134 3.5733 6.1112
H 0.2589 2.6570 6.5141
H -0.5866 3.7361 3.7218
H 0.8917 3.9803 4.6492
H 0.6804 2.0283 2.7291
H 1.6593 1.7442 4.1428
O -2.7716 -3.0980 -5.9798
C -1.7881 -3.1771 -5.2159
C -0.3091 -2.8867 -5.5404
C 0.3106 -2.7752 -4.1188
C -0.5782 -3.7363 -3.2986
O -1.8974 -3.6723 -3.9610
H 0.2157 -3.6859 -6.0638
H -0.1895 -2.0266 -6.1992
H 1.3462 -3.1142 -4.0946
H 0.2660 -1.7089 -3.8971
H -0.2979 -4.7796 -3.4445
H -0.6253 -3.4196 -2.2567
Cl -4.2175 -2.8554 -1.5474
C -4.2020 -1.1016 -1.7548
C -4.7526 -0.6894 -3.1160
Cl -6.4286 -1.3472 -3.0628
H -3.1710 -0.7483 -1.7380
H -4.8189 -0.6485 -0.9787
H -4.1192 -1.0833 -3.9109
H -4.8009 0.3859 -3.2877
Cl 0.3047 -3.0107 2.4872
C -0.9362 -2.0242 3.3208
C -2.3064 -2.5843 2.8632
Cl -2.5025 -4.2719 3.4549
H -0.7941 -0.9865 3.0193
H -0.8626 -2.0636 4.4076
H -2.4464 -2.7277 1.7918
H -3.0993 -1.9790 3.3026
Cl -0.1751 4.1543 -4.4272
C -1.6666 3.3447 -3.8315
C -1.4258 2.0018 -3.2061
Cl -1.3813 0.7242 -4.3825
H -2.3355 3.1734 -4.6750
H -2.1611 3.9672 -3.0858
H -2.2359 1.7967 -2.5063
H -0.5304 2.0326 -2.5854
Cl 3.6949 6.3559 -0.8994
C 3.0026 4.7422 -0.3952
C 1.8718 4.1659 -1.3004
Cl 0.5736 5.2943 -1.1259
H 2.6455 4.7140 0.6343
H 3.8610 4.0716 -0.3566
H 1.5362 3.1924 -0.9431
H 2.2094 4.0389 -2.3290
Cl 3.4207 -0.2009 6.3700
C 2.8476 -1.8218 5.8348
C 3.7018 -2.4887 4.7612
Cl 3.5065 -1.6642 3.2370
H 1.8144 -1.8275 5.4877
H 2.7760 -2.3827 6.7667
H 3.4301 -3.5292 4.5837
H 4.7474 -2.4179 5.0610
Cl 2.1771 1.5285 -3.1966
C 2.0112 1.5194 -4.9876
C 2.8294 2.6208 -5.6372
Cl 4.5983 2.3999 -5.2076
H 0.9525 1.7405 -5.1235
H 2.4187 0.5958 -5.3987
H 2.6747 3.6140 -5.2155
H 2.8280 2.6627 -6.7264
Cl -0.4031 -1.0350 -0.6385
C 0.6444 0.2973 -0.1018
C 1.8926 -0.2629 0.5009
Cl 2.8497 1.1161 1.1684
H 0.0770 0.8187 0.6691
H 0.7258 0.9073 -1.0014
H 2.4996 -0.6386 -0.3229
H 1.8231 -1.0014 1.2996
*
```

Properties
strongest force on any atom	4.36	eV/Å
energy	-223648.28292	eV
Kohn-Sham gap	0.3665	hartree
E_HOMO	-9.9140	eV

Löwdin atomic charge list, values in e, 4 entries: atom 1 (O): 0.08, atom 2 (C): -0.48, atom 3 (C): -0.06, atom 4 (C): -0.15

[5]
Molecular formula: C33H39ClIN5OOsS
Method: DFT, ωB97M-V/def2-TZVPD

Geometry as ORCA input:
```
! wB97M-V def2-TZVPD RIJCOSX def2/J DEFGRID3
* xyz 2 5
Os -0.4092 0.8168 1.0398
C -1.0875 -5.0178 -0.5771
C -1.7144 -3.6238 -0.4956
C -3.2030 -3.7193 -0.1432
C -1.5271 -2.8261 -1.7734
C -2.1145 -3.3179 -2.9345
C -2.0474 -2.6242 -4.1257
C -1.4195 -1.3920 -4.1522
C -0.8206 -0.8494 -3.0205
C -0.3219 0.5808 -3.1613
C 1.0689 0.9192 -2.6194
C -1.4116 1.4941 -2.5925
C -0.8489 -1.5997 -1.8338
N -0.0975 -1.1754 -0.6597
C 0.8779 -1.9556 -0.4078
C 1.5985 -0.7772 1.7591
C 2.5969 -0.7964 2.8809
C 3.3087 0.3283 2.8179
C 2.7159 1.1931 1.7895
N 1.7437 0.5826 1.1712
C 3.1473 2.6040 1.5358
C 2.5284 3.4588 2.6634
C 4.6754 2.7094 1.6013
C 2.6500 3.0726 0.1724
H -1.1314 -5.5132 0.3957
H -0.0423 -4.9761 -0.8898
H -1.6210 -5.6484 -1.2889
H -1.2243 -3.0930 0.3158
H -3.7543 -4.2561 -0.9152
H -3.6536 -2.7294 -0.0414
H -3.3405 -4.2623 0.7943
H -2.6297 -4.2689 -2.9000
H -2.4924 -3.0308 -5.0233
H -1.3848 -0.8295 -5.0775
H -0.2776 0.7646 -4.2375
H 1.0640 1.0948 -1.5432
H 1.4499 1.8207 -3.1081
H 1.7838 0.1199 -2.8180
H -1.4552 1.4094 -1.4983
H -2.3918 1.2102 -2.9738
H -1.2391 2.5385 -2.8587
H 1.0732 -2.7938 -1.0808
H 2.7501 -1.6417 3.5332
H 4.1585 0.5947 3.4250
H 2.9244 3.1757 3.6393
H 1.4424 3.3691 2.6873
H 2.7809 4.5052 2.4902
H 5.0595 2.4731 2.5927
H 4.9683 3.7344 1.3769
H 5.1594 2.0550 0.8744
H 1.5610 3.0769 0.1580
H 3.0085 2.4246 -0.6292
H 3.0057 4.0858 -0.0152
Cl -1.3923 -5.3132 3.7262
C -1.5531 -3.6891 3.2314
C -2.8461 -3.1267 3.3210
C -3.1184 -1.8797 2.8225
I -5.0294 -1.1164 2.7449
C -2.0373 -1.1309 2.2976
O -2.1597 -0.0091 1.6721
C -0.7006 -1.6630 2.4087
N 0.1923 -0.7111 2.0621
C 1.8386 -1.9225 0.7624
C 1.7564 -3.2504 1.5054
C 0.8090 -3.6602 2.3558
C -0.4461 -2.9952 2.7114
H -3.6403 -3.7367 3.7279
H 2.8478 -1.8274 0.3512
H 2.5816 -3.9292 1.3312
H 0.9393 -4.6470 2.7812
S -1.1857 3.0874 1.0806
C -1.1142 4.1763 -0.2625
N -2.1494 4.9373 -0.5662
C -1.8346 5.9135 -1.6176
C -0.4077 5.4931 -2.0339
N -0.0793 4.4704 -1.0307
H -3.0236 4.8941 -0.0681
H -1.8690 6.9248 -1.2157
H -2.5475 5.8332 -2.4346
H 0.2980 6.3185 -1.9808
H -0.3760 5.0636 -3.0349
H 0.8069 4.0015 -0.9672
*
```

Properties
strongest force on any atom	0.79	eV/Å
energy	-78261.83322	eV
⟨S²⟩	6.032
Kohn-Sham gap (alpha / beta)	0.2684 / 0.2006	hartree
E_HOMO (alpha / beta)	-13.2770 / -13.4632	eV

Löwdin atomic charge list, values in e, 4 entries: atom 1 (Os): 1.35, atom 2 (C): -0.04, atom 3 (C): -0.37, atom 4 (C): -0.04

[6]
Molecular formula: C30H32ClMnN3SSi2
Method: DFT, ωB97M-V/def2-TZVPD

Geometry as ORCA input:
```
! wB97M-V def2-TZVPD RIJCOSX def2/J DEFGRID3
* xyz 1 5
C -1.3779 -0.4072 6.0086
C -2.2630 0.1575 5.0310
C -2.3447 -0.7519 3.9190
H -2.8205 1.0882 5.1526
C -1.4957 -1.8926 4.2149
C -0.9175 -1.6671 5.5172
H -0.3654 -2.4072 6.0952
H -1.1566 0.0045 6.9889
H -3.0200 -0.6705 3.0603
H -1.4205 -2.8080 3.6351
Mn -0.3026 -0.1450 4.1265
Si 2.6013 0.2866 -3.6263
C 1.8857 1.7961 -4.4726
C 2.4056 2.5060 -5.5768
H 3.3385 2.1914 -6.0551
C 1.7194 3.6255 -6.0745
H 2.1196 4.1921 -6.9220
C 0.5110 4.0444 -5.4956
H -0.0170 4.9277 -5.8756
C -0.0094 3.3194 -4.4185
H -0.9522 3.6194 -3.9618
C 0.6695 2.2112 -3.9123
H 0.2419 1.6594 -3.0737
C 1.9380 -1.2396 -4.4691
C 0.8459 -1.1921 -5.3588
H 0.4631 -0.2360 -5.7283
C 0.2283 -2.3780 -5.7820
H -0.6713 -2.3297 -6.4003
C 0.7471 -3.6244 -5.4179
H 0.2416 -4.5484 -5.7182
C 1.9359 -3.6668 -4.6771
H 2.3734 -4.6349 -4.4344
C 2.5521 -2.4884 -4.2457
H 3.5143 -2.5326 -3.7315
H 2.4328 0.2712 -2.1308
Si -0.0575 0.1135 1.5778
C -0.6772 -1.4759 0.8131
C -1.8216 -1.5042 0.0000
H -2.3551 -0.5775 -0.2275
C -2.3130 -2.7223 -0.4871
H -3.2019 -2.7228 -1.1159
C -1.7075 -3.9321 -0.1454
H -2.1038 -4.8784 -0.5160
C -0.6077 -3.9042 0.7134
H -0.1589 -4.8376 1.0386
C -0.0974 -2.6976 1.1865
H 0.7409 -2.7119 1.8860
C -1.1457 1.5302 0.9903
C -2.3687 1.8933 1.5905
H -2.6852 1.4526 2.5384
C -3.2004 2.8380 0.9847
H -4.1488 3.0992 1.4561
C -2.8321 3.4658 -0.2072
H -3.4942 4.1918 -0.6850
C -1.5841 3.1628 -0.7584
H -1.2479 3.6752 -1.6557
C -0.7487 2.2204 -0.1612
H 0.2305 2.0261 -0.5971
H 4.0782 0.3657 -3.8968
Cl 1.8888 0.3765 0.9272
N 1.6494 -0.8303 4.7086
N 1.8656 -0.1454 5.9467
C 1.4073 1.1248 5.9722
N 1.8337 1.8540 7.0060
S 0.4138 1.7919 4.7367
H 2.4403 -0.6333 4.0763
H 1.7095 -1.8452 4.8837
H 2.8189 -0.2860 6.3485
H 1.5080 2.8198 7.1016
H 2.3416 1.4225 7.7795
*
```

Properties
strongest force on any atom	3.27	eV/Å
energy	-106527.05482	eV
⟨S²⟩	6.225
Kohn-Sham gap (alpha / beta)	0.2585 / 0.2585	hartree
E_HOMO (alpha / beta)	-10.4894 / -10.5089	eV

Löwdin atomic charge list, values in e, 4 entries: atom 1 (C): -0.17, atom 2 (C): -0.18, atom 3 (C): -0.16, atom 4 (H): 0.13

[7]
Molecular formula: C4H12N4Si3
Method: DFT, ωB97M-V/def2-TZVPD

Geometry as ORCA input:
```
! wB97M-V def2-TZVPD RIJCOSX def2/J DEFGRID3
* xyz 0 1
C 0.6463 -2.4203 0.2979
C 1.3386 1.6539 -1.9173
C 1.2786 -2.1989 1.6107
C 0.1497 1.8723 -2.7645
N -0.5550 -2.0758 0.1262
N 1.1961 1.7396 -0.6779
N 0.2033 -1.9272 2.4734
N -0.9164 2.0363 -1.8733
Si -1.2576 -1.4759 1.6352
Si -0.4162 2.0456 -0.2414
Si -1.6083 0.9312 1.2278
H 1.1023 -2.9950 -0.5374
H 2.3116 1.8148 -2.4604
H 2.0744 -2.9386 1.9446
H 2.0032 -1.2805 1.4381
H 0.1917 2.7793 -3.3769
H 0.0855 1.0483 -3.4275
H 0.4216 -1.6387 3.4368
H -1.8214 2.4103 -2.2687
H -2.2657 -2.5417 1.8823
H -0.0786 3.3999 0.2911
H -1.1556 1.5855 2.4904
H -3.1102 1.1617 0.8555
*
```

Properties
strongest force on any atom	4.25	eV/Å
energy	-33934.92318	eV
Kohn-Sham gap	0.3262	hartree
E_HOMO	-8.5926	eV

Löwdin atomic charge list, values in e, 4 entries: atom 1 (C): -0.28, atom 2 (C): -0.25, atom 3 (C): -0.33, atom 4 (C): -0.31